117
Properties=species:S:1:pos:R:3:forces:R:3:lowdin_charge:R:1 method="wB97M-V/def2-TZVPD" lumo_ev=0.212 largest_force_ev_per_a=5.9 smiles="CC(C)C[C@H](C)CON(C[C@@H](C)OCc1ccccc1)C(=O)O[C@H](Br)[C@H](C)Br.CCOC(=O)C(F)(F)F.CCOC(=O)C(F)(F)F.CCOC(=O)C(F)(F)F.CCOC(=O)C(F)(F)F" total_energy_ha=-8745.4285 orbital_gap_ev=9.08 mol_weight_g_mol=1091.61 charge=0
C 10.258 6.362 0.348 -0.249 1.330 -0.380 -0.098
C 8.776 6.697 -0.218 0.455 0.995 -0.115 -0.385
C 7.876 7.281 0.977 -0.846 -1.331 -0.294 -0.109
C 8.103 5.506 -1.058 0.444 -0.398 0.270 -0.165
C 7.243 4.459 -0.197 1.437 -1.161 -0.176 -0.296
C 8.286 3.556 0.681 -0.697 0.909 0.878 -0.078
C 6.541 3.459 -1.234 1.243 1.011 -0.381 -0.147
O 5.427 2.701 -0.700 1.591 -0.812 -0.792 -0.100
N 4.515 3.483 -0.076 -4.016 0.905 1.705 -0.104
C 3.503 4.107 -0.946 -0.053 0.707 -1.409 -0.083
C 2.318 3.191 -1.502 -0.109 0.117 -0.657 -0.318
C 2.556 1.617 -1.479 -0.707 0.070 -0.193 -0.030
O 1.081 3.616 -0.820 0.858 0.543 -1.094 -0.170
C 0.544 4.705 -1.605 -2.049 0.481 -0.646 -0.211
C -0.536 5.600 -0.847 -1.224 2.165 1.475 -0.136
C -1.896 5.029 -0.379 1.179 3.709 0.429 -0.018
C -2.910 5.979 0.310 3.274 1.055 -1.346 -0.062
C -2.559 7.491 0.506 1.964 -2.286 -1.290 -0.074
C -1.189 8.074 0.061 -1.421 -4.082 -0.577 -0.071
C -0.172 7.113 -0.629 -3.291 -0.803 1.276 -0.024
C 4.029 2.954 1.181 4.576 -1.742 3.340 -0.427
O 4.904 2.635 2.049 -3.312 0.982 -3.445 0.050
O 2.669 2.732 1.546 1.633 2.546 -1.382 -0.098
C 2.100 3.817 2.325 -2.555 -1.198 0.656 -0.661
Br 3.218 5.450 2.452 -0.567 -0.797 0.161 0.766
C 1.696 3.186 3.768 1.431 -0.364 0.019 -0.655
C 2.590 1.909 4.175 -0.373 0.296 1.249 -0.163
Br -0.206 2.506 3.704 0.975 0.620 -0.119 0.605
H 10.437 5.256 0.553 -0.199 1.632 -0.183 0.058
H 11.021 6.791 -0.408 -1.040 -1.092 1.173 0.080
H 10.386 7.016 1.292 -0.026 -1.359 -1.305 0.081
H 8.928 7.571 -0.963 -0.288 -1.418 1.115 0.127
H 6.771 7.101 0.693 1.579 0.577 0.528 0.074
H 8.059 6.639 1.921 -0.262 1.189 -1.342 0.085
H 8.025 8.388 1.196 0.036 -1.572 -0.329 0.080
H 7.505 5.907 -1.948 0.618 -0.361 1.372 0.112
H 8.978 4.902 -1.520 -1.390 0.938 0.576 0.124
H 6.544 4.935 0.567 0.593 -0.588 -1.460 0.121
H 7.824 2.543 0.951 0.727 1.427 -0.535 0.087
H 8.449 4.115 1.681 -0.078 -0.972 -1.517 0.085
H 9.303 3.469 0.173 -1.488 -0.158 0.528 0.070
H 7.352 2.701 -1.559 -1.594 0.913 0.648 0.150
H 6.248 4.008 -2.211 0.101 -0.701 1.564 0.120
H 4.056 4.544 -1.865 -0.633 -0.764 1.582 0.141
H 3.074 5.023 -0.398 0.521 -1.549 -0.713 0.111
H 2.155 3.484 -2.611 0.464 -0.645 1.622 0.140
H 2.669 1.163 -0.436 -0.054 0.820 -1.432 0.088
H 1.639 1.119 -1.968 1.374 0.807 0.790 0.096
H 3.460 1.363 -2.126 -1.106 0.408 1.000 0.091
H 1.322 5.415 -2.048 -0.774 -0.986 0.841 0.121
H -0.010 4.218 -2.501 0.884 0.816 1.163 0.142
H -2.080 3.915 -0.572 0.091 1.903 0.445 0.104
H -3.916 5.551 0.643 1.635 0.864 -0.487 0.085
H -3.358 8.157 0.994 1.512 -1.102 -0.854 0.088
H -1.007 9.183 0.241 -0.047 -1.804 -0.395 0.084
H 0.830 7.563 -0.978 -1.747 -1.057 0.573 0.096
H 1.096 4.115 1.836 1.973 -0.216 0.439 0.091
H 1.736 3.996 4.567 -0.215 -1.174 -1.104 0.088
H 2.220 1.576 5.217 0.490 0.537 -1.615 0.079
H 3.692 2.198 4.317 -1.627 -0.420 -0.635 0.088
H 2.446 1.009 3.483 0.346 1.621 0.789 0.089
C -6.281 -0.134 -0.752 -0.408 0.337 -0.234 -0.056
C -5.105 0.788 -1.008 0.074 -0.753 0.295 -0.196
O -5.541 2.010 -1.626 -0.277 1.180 0.175 0.022
C -6.049 2.943 -0.794 0.688 -1.754 0.628 -0.370
O -6.156 2.804 0.397 -0.125 0.660 -0.828 0.161
C -6.424 4.202 -1.572 -0.683 1.662 -1.035 -0.515
F -7.097 3.928 -2.709 0.282 -0.323 0.509 0.155
F -5.333 4.909 -1.934 -0.082 -0.560 0.340 0.150
F -7.205 5.039 -0.863 0.417 -0.711 0.097 0.156
H -6.840 -0.309 -1.676 0.152 0.004 -0.005 0.093
H -5.944 -1.083 -0.361 -0.098 0.353 -0.372 0.037
H -6.980 0.306 -0.037 0.135 -0.027 0.052 0.089
H -4.412 0.313 -1.706 -0.114 0.325 -0.138 0.130
H -4.547 0.994 -0.090 -0.199 0.182 -0.082 0.123
C -6.506 -2.411 5.627 0.343 0.080 -0.048 -0.060
C -7.304 -2.849 4.415 -0.334 -0.148 0.800 -0.201
O -6.666 -2.415 3.203 0.791 -0.319 -0.984 0.026
C -5.644 -3.180 2.767 -1.131 -0.401 1.732 -0.362
O -5.251 -4.171 3.326 0.185 0.642 -0.897 0.164
C -5.095 -2.634 1.452 0.905 0.900 -1.401 -0.487
F -4.921 -1.289 1.481 -0.051 -0.867 0.623 0.143
F -5.920 -2.895 0.417 0.021 -0.469 0.761 0.146
F -3.900 -3.162 1.127 -0.654 0.087 0.587 0.151
H -6.339 -1.330 5.606 -0.161 -0.071 0.025 0.086
H -7.031 -2.670 6.549 -0.001 0.016 -0.117 0.085
H -5.522 -2.884 5.646 -0.126 -0.081 0.022 0.077
H -8.290 -2.381 4.435 0.188 0.089 -0.321 0.127
H -7.461 -3.931 4.405 0.222 0.115 -0.157 0.127
C -1.561 -5.574 2.225 0.237 -0.223 0.089 -0.052
C -2.394 -5.755 0.971 -0.240 0.527 0.580 -0.208
O -1.716 -6.601 0.029 0.148 -1.197 -0.465 0.026
C -1.816 -7.928 0.247 -0.923 1.405 1.182 -0.368
O -2.420 -8.421 1.164 0.604 -0.210 -0.896 0.167
C -1.094 -8.704 -0.851 1.130 -1.018 -1.357 -0.503
F 0.124 -8.195 -1.133 -0.549 0.080 0.397 0.157
F -1.786 -8.695 -2.014 -0.081 0.195 0.655 0.151
F -0.895 -9.999 -0.533 -0.382 0.718 0.242 0.147
H -0.564 -5.204 1.972 -0.139 0.096 -0.030 0.086
H -2.039 -4.869 2.908 -0.015 -0.054 -0.112 0.079
H -1.424 -6.523 2.749 -0.138 0.065 -0.006 0.079
H -2.535 -4.790 0.484 0.225 -0.348 -0.256 0.107
H -3.389 -6.147 1.201 0.206 -0.166 -0.067 0.129
C -3.029 -12.068 -2.481 -0.316 -0.083 -0.057 -0.056
C -1.991 -11.854 -3.564 0.111 0.339 0.749 -0.204
O -2.338 -12.589 -4.749 -0.499 0.031 -1.088 0.022
C -3.254 -12.013 -5.555 0.651 0.881 1.668 -0.368
O -3.779 -10.953 -5.335 0.087 -0.843 -0.666 0.166
C -3.490 -12.875 -6.793 -0.497 -1.148 -1.575 -0.512
F -3.636 -14.182 -6.493 0.111 0.574 0.281 0.153
F -2.460 -12.795 -7.663 -0.131 0.264 0.577 0.156
F -4.594 -12.515 -7.473 0.467 0.208 0.650 0.157
H -3.166 -13.135 -2.286 0.150 0.079 0.035 0.085
H -2.728 -11.575 -1.554 0.027 -0.056 -0.110 0.069
H -4.002 -11.673 -2.781 0.117 0.090 0.011 0.080
H -1.025 -12.235 -3.229 -0.106 -0.167 -0.307 0.129
H -1.858 -10.793 -3.790 -0.181 -0.164 -0.156 0.117